{
  "formula": "C25H55BN4O6",
  "method": "ωB97M-V with the def2-TZVPD basis set",
  "symbols": ["O", "O", "O", "O", "O", "O", "N", "N", "N", "N", "C", "C", "C", "C", "C", "C", "C", "C", "C", "C", "C", "C", "C", "C", "C", "C", "C", "C", "C", "C", "C", "C", "C", "C", "C", "B", "H", "H", "H", "H", "H", "H", "H", "H", "H", "H", "H", "H", "H", "H", "H", "H", "H", "H", "H", "H", "H", "H", "H", "H", "H", "H", "H", "H", "H", "H", "H", "H", "H", "H", "H", "H", "H", "H", "H", "H", "H", "H", "H", "H", "H", "H", "H", "H", "H", "H", "H", "H", "H", "H", "H"],
  "positions_angstrom": [[9.2165, 0.0106, -0.4552], [-1.4019, -2.5967, 1.8065], [7.6781, 1.5704, 0.0339], [1.7774, -2.2213, 1.4543], [-3.7617, 0.7696, -0.5813], [-1.3231, -1.3657, 6.1338], [-2.9955, -2.8926, -2.3898], [-3.6819, -1.9302, -4.4790], [-4.7784, -1.4134, -2.4059], [-0.6634, -0.4518, 1.0595], [-0.9499, 0.5268, 4.6465], [-0.6305, -1.1659, -1.3215], [1.1318, 0.4438, -0.4805], [4.7700, 1.7559, 0.0739], [3.2625, 1.7908, -0.2138], [6.9413, 1.2617, -1.1586], [0.0385, 0.0206, 2.2870], [2.6014, 0.4211, -0.0649], [8.8965, 1.0118, 0.1493], [-2.4616, -0.5499, -2.9701], [9.7833, 1.7766, 1.0825], [-3.5902, 2.0730, -1.1166], [1.6883, -3.0142, -0.9438], [-0.8852, -0.4099, 3.4533], [5.6626, 2.0586, -1.1367], [-2.6133, -0.0537, -0.4398], [0.2514, -0.7832, -0.1173], [-4.5930, 3.0084, -0.4604], [-1.7871, -0.0696, 5.7719], [-3.4882, -1.6958, -3.0294], [-5.9906, 2.9723, -1.0820], [0.8855, -4.3222, -0.8062], [-1.7903, 0.4532, 0.7240], [-1.7490, -0.1913, -1.6605], [-6.9522, 2.0276, -0.3696], [1.2508, -2.0215, 0.1885], [-6.9640, 2.2305, 0.7034], [-7.9698, 2.1251, -0.7453], [10.6595, 2.0893, 0.5166], [2.7160, 0.1276, 0.9801], [-1.7124, 0.5437, 6.6704], [9.2842, 2.6453, 1.4978], [0.6799, 1.3674, -0.1046], [-1.8340, -2.0297, 5.6678], [6.7191, 0.1927, -1.1883], [5.1193, 1.8124, -2.0532], [-1.3567, 1.5067, 4.3678], [-4.2720, -2.7550, -4.5512], [-1.4182, 1.4704, 0.5646], [1.0785, -4.7865, 0.1607], [4.9790, 2.5136, 0.8293], [7.5602, 1.4945, -2.0254], [1.1531, -5.0270, -1.5933], [-6.6257, 0.9929, -0.4847], [-2.9491, 0.3353, -3.3873], [1.1181, 0.5365, -1.5703], [0.0370, -1.2021, -2.1843], [5.0544, 0.7895, 0.4974], [-2.5685, 2.4421, -0.9964], [-2.4403, 0.4841, 1.5962], [-4.2710, -1.1917, -4.8551], [-6.4249, 3.9731, -1.0981], [-4.9996, -0.4279, -2.4705], [2.7745, 2.4509, 0.5077], [-0.1908, -4.1562, -0.8667], [1.6203, -2.6186, -1.9573], [-5.9073, 2.6427, -2.1219], [-4.6630, 2.7017, 0.5856], [-1.8547, -0.6375, 3.0305], [-2.9816, -1.0524, -0.1857], [0.0564, 0.7228, 5.0291], [2.7423, -3.2585, -0.7671], [10.1170, 1.1178, 1.8821], [-1.0455, -2.1596, -1.1661], [-2.1844, -3.2466, -2.8797], [2.7250, -2.0946, 1.5314], [-0.8437, -3.0295, 1.1497], [-3.7189, -3.6010, -2.3899], [-3.7801, 2.0448, -2.1983], [-1.6856, -0.8254, -3.6882], [1.0120, -0.4481, 2.2823], [-1.2641, 0.7824, -1.8276], [-1.0942, -1.4745, 1.4585], [3.0570, 2.1897, -1.2106], [3.1526, -0.2883, -0.6932], [-0.4908, -1.3415, 3.8496], [-2.8411, -0.0973, 5.4798], [-4.7392, -1.6227, -1.4157], [-4.1751, 4.0149, -0.5130], [0.2043, 1.1041, 2.3286], [5.8975, 3.1241, -1.1603]],
  "homo_lumo_gap_ev": 8.73,
  "charge": 0,
  "homo_energy_ev": -8.39,
  "e_lumo_ev": 0.33,
  "multiplicity": 1
}

{
  "formula": "C13H27NNbO5",
  "method": "ωB97M-V with the def2-TZVPD basis set",
  "symbols": ["Nb", "O", "O", "O", "O", "O", "N", "C", "C", "C", "C", "C", "C", "C", "C", "C", "C", "C", "C", "C", "H", "H", "H", "H", "H", "H", "H", "H", "H", "H", "H", "H", "H", "H", "H", "H", "H", "H", "H", "H", "H", "H", "H", "H", "H", "H", "H"],
  "positions_angstrom": [[0.7442, -2.0033, 0.6103], [3.4357, 2.5112, 1.4356], [-2.8079, -2.0081, 3.2905], [2.7169, 0.5424, 0.8055], [-0.7722, -2.6558, 1.8792], [-0.2222, 0.9409, 1.3088], [0.8992, 1.4899, -4.0739], [-0.9855, 0.7124, 2.4509], [2.0063, -1.2641, 2.3456], [-0.4204, -0.0581, 0.2970], [0.2263, 2.6663, -3.9067], [-1.9592, -3.0690, 1.2542], [2.0435, 2.4743, -0.4048], [1.1412, 2.6219, -5.9594], [2.7959, 0.0181, 2.1610], [-3.2208, -2.6058, 2.0794], [-4.0954, -1.6287, 1.2905], [1.4561, 1.4513, -5.3207], [0.3589, 3.3951, -5.0596], [2.8004, 1.8369, 0.7174], [-0.7931, 1.5262, 3.1463], [0.9731, 0.7626, -3.3835], [-1.4841, -0.2939, 0.1520], [-3.8190, -3.5023, 2.2594], [2.6942, 3.1405, -0.9526], [-3.8035, -0.5981, 1.4517], [2.0554, -1.5279, -0.5620], [1.4832, -3.6914, 0.8068], [1.2190, 3.0564, -0.0215], [1.7108, 1.7149, -1.1050], [2.0271, 0.5981, -5.6446], [-2.0601, 0.6864, 2.2536], [1.3825, -1.2270, 3.2323], [-0.0991, -2.7152, -0.8739], [-0.7271, -0.2096, 2.9684], [-4.0230, -1.8125, 0.2222], [-0.0585, 4.3724, -5.2382], [-0.0977, 0.3810, -0.6500], [-2.0822, -2.6595, 0.2557], [-1.9732, -4.1596, 1.2380], [-5.1463, -1.7527, 1.5463], [-0.2861, 2.8831, -2.9847], [-3.5891, -1.8875, 3.8434], [2.7281, -2.0594, 2.5427], [2.3524, 0.7679, 2.8049], [1.4378, 2.8935, -6.9592], [3.8374, -0.0541, 2.4505]],
  "homo_lumo_gap_ev": 7.13,
  "charge": -1,
  "homo_energy_ev": -4.27,
  "e_lumo_ev": 2.86,
  "multiplicity": 1
}

{
  "formula": "C9H11NO",
  "method": "ωB97M-V with the def2-TZVPD basis set",
  "symbols": ["O", "N", "C", "C", "C", "C", "C", "C", "C", "C", "C", "H", "H", "H", "H", "H", "H", "H", "H", "H", "H", "H"],
  "positions_angstrom": [[-1.5772, 2.0005, -1.7960], [-1.0769, 1.4242, 0.4131], [0.2708, -0.3809, 1.4110], [0.1824, -0.1865, -1.0090], [0.9726, -1.3311, -1.1118], [-0.1832, 0.3831, 0.2155], [-1.6903, 2.0734, -0.6245], [1.4967, -1.9421, -0.0052], [-2.5618, 3.2311, -0.0388], [2.3932, -3.0653, -0.0706], [1.1864, -1.2875, 1.2808], [-3.0719, 3.3733, 1.2773], [-0.2234, 0.2773, -2.2858], [-3.3268, 3.1527, -0.4459], [1.7537, -4.2093, -0.2170], [1.2115, -1.6098, -2.3899], [-1.3781, 1.6496, 1.3792], [3.0540, -3.2896, 1.1300], [0.0854, 0.4200, 2.1537], [-2.1108, 4.3597, -0.2005], [2.9197, -3.1727, -0.9884], [1.6741, -1.8700, 1.9225]],
  "homo_lumo_gap_ev": 8.80,
  "charge": 0,
  "homo_energy_ev": -8.13,
  "e_above_lowest_kcal_mol": 171.1,
  "e_lumo_ev": 0.67,
  "multiplicity": 1
}

{
  "formula": "C55H52FeN7O5P2",
  "method": "ωB97M-V with the def2-TZVPD basis set",
  "symbols": ["Fe", "P", "P", "O", "O", "O", "O", "O", "N", "N", "N", "N", "N", "N", "N", "C", "C", "C", "C", "C", "C", "C", "C", "C", "C", "C", "C", "C", "C", "C", "C", "C", "C", "C", "C", "C", "C", "C", "C", "C", "C", "C", "C", "C", "C", "C", "C", "C", "C", "C", "C", "C", "C", "C", "C", "C", "C", "C", "C", "C", "C", "C", "C", "C", "C", "C", "C", "C", "C", "C", "H", "H", "H", "H", "H", "H", "H", "H", "H", "H", "H", "H", "H", "H", "H", "H", "H", "H", "H", "H", "H", "H", "H", "H", "H", "H", "H", "H", "H", "H", "H", "H", "H", "H", "H", "H", "H", "H", "H", "H", "H", "H", "H", "H", "H", "H", "H", "H", "H", "H", "H", "H"],
  "positions_angstrom": [[0.9908, -0.3588, 0.7094], [-0.4334, -0.3583, 2.9874], [-2.8565, -0.3548, 1.1652], [2.7602, -0.3941, 1.5728], [0.8922, -3.6436, -1.8676], [-0.0539, -2.0753, 0.2165], [2.6939, -2.1026, 0.2158], [0.9163, 10.4506, -6.6648], [0.0594, 1.8061, 0.6269], [1.3417, 0.3181, -1.2622], [0.4199, 5.6683, -2.3803], [1.3415, 4.4695, -4.0454], [-2.0836, -0.2887, 2.7221], [2.6559, -5.0526, -2.0507], [2.0033, -5.3071, 2.3420], [-0.1106, 0.9144, 4.2625], [1.9085, -3.0008, 4.8575], [2.7780, -4.9433, -4.5852], [1.0912, 1.6168, -1.5541], [0.6073, 4.3587, -2.0037], [0.4970, 2.8802, 6.2139], [-6.7151, 0.9718, 1.0044], [0.1766, 3.8149, -0.7411], [1.3118, -2.1424, 3.9561], [-5.5608, 0.2470, 0.7624], [1.6922, -0.5097, -2.2421], [3.3133, -1.4336, 1.0269], [1.0663, -3.6030, 5.7771], [-3.5349, -2.0586, 1.1329], [-0.9081, 3.8591, 1.3548], [-3.4841, -4.2210, 0.0678], [-4.3715, 0.5799, 1.4767], [-0.9818, 1.1766, 5.3621], [-0.8840, -2.6254, 4.7060], [-4.4633, -4.0124, 2.2432], [3.3944, -6.2567, -1.6270], [-5.5686, 2.4572, 2.5189], [-0.3430, -3.4825, 5.6790], [-3.1908, -2.8583, 0.0681], [0.8598, 5.7011, -3.6258], [-4.1171, -4.8443, 1.1710], [0.8915, 6.9027, -4.4655], [2.2544, -4.9674, 1.0874], [-0.7164, 2.2084, 6.2442], [-4.2083, -2.6504, 2.1996], [1.6150, -4.5240, -1.3633], [2.0054, 10.7219, -7.5563], [0.0533, 8.0021, -4.1195], [0.0157, -5.3243, 0.3972], [0.1625, 9.1541, -4.8747], [-0.5329, 2.5268, 1.5396], [-6.7531, 1.9789, 1.9369], [2.6321, -7.5265, -1.8784], [-0.0570, -1.9191, 3.8919], [1.9024, 1.3230, -3.8333], [1.9789, -0.0375, -3.5417], [1.7136, 8.1151, -6.4302], [0.7495, -5.6012, 2.6446], [1.6552, 6.9894, -5.5978], [-0.3052, -5.5980, 1.7110], [1.0055, 9.2340, -6.0380], [1.3177, -4.9749, 0.0484], [1.3855, 2.1663, -2.8277], [0.4048, 2.4358, -0.5167], [-0.4982, 4.5405, 0.2320], [-4.3986, 1.7363, 2.3146], [3.2012, -4.4031, -3.2482], [1.3387, 2.6104, 5.1800], [1.1706, 3.5772, -2.9895], [1.0791, 1.6241, 4.2083], [-1.3832, 2.4436, 7.0806], [1.7473, -1.5611, -2.0536], [-1.9156, 0.6651, 5.4324], [2.0122, 11.7886, -7.7453], [2.2771, 3.1358, 5.0342], [-0.5069, 7.8430, -3.1921], [2.3420, 8.1486, -7.3056], [-3.2029, -4.7990, -0.8176], [4.3436, -6.2491, -2.1610], [2.2348, -0.7493, -4.3269], [-4.9333, -4.4827, 3.1077], [3.1030, -8.4222, -1.4192], [1.9551, 10.1921, -8.5169], [3.2782, -4.5975, 0.8655], [-0.9488, -4.0607, 6.3381], [1.7540, 1.4974, 3.4065], [-1.3649, -5.8871, 1.9750], [-1.9619, -2.5164, 4.6699], [3.2932, -4.3382, -5.3364], [3.0125, -5.9840, -4.7704], [1.9308, -1.5045, 3.3926], [-2.7210, -0.4732, 3.4507], [2.9681, -3.0862, 5.0244], [-0.7624, -5.2778, -0.3252], [2.4744, -7.8682, -2.9367], [3.6609, -6.2037, -0.5515], [1.6946, -4.9124, -4.6955], [0.7600, 3.6310, 6.9250], [-1.5140, 4.4063, 2.0851], [-7.5750, 0.5473, 0.5045], [-0.7881, 5.5683, 0.0358], [-0.8751, 1.9820, 2.4105], [-7.6556, 2.5600, 2.1188], [-4.5886, -2.0250, 3.0193], [4.3569, -1.6690, 1.2440], [2.9674, -3.3692, -3.1370], [1.6253, -7.3991, -1.4385], [2.9350, 10.4463, -7.1185], [1.6494, 4.2133, -4.9847], [1.3507, -4.2281, 6.5801], [4.2854, -4.3509, -3.1032], [-5.6221, 3.3930, 3.1084], [-3.4902, 1.9847, 2.8856], [-5.5212, -0.6124, 0.0812], [0.5452, -5.7883, 3.6689], [0.3270, -2.7888, -0.3387], [2.2262, 6.1245, -5.8882], [-0.4100, -2.5250, 0.9529], [-4.5330, -5.8505, 1.1024], [-2.6233, -2.3717, -0.7449], [-0.3730, 10.0898, -4.6333], [1.9860, 1.6083, -4.8634]],
  "homo_lumo_gap_ev": [7.28, 7.16],
  "charge": 1,
  "homo_energy_ev": [-9.81, -9.81],
  "e_above_lowest_kcal_mol": 0.0,
  "e_lumo_ev": [-2.54, -2.66],
  "multiplicity": 5
}

{
  "formula": "C2H2ClN3S",
  "method": "ωB97M-V with the def2-TZVPD basis set",
  "symbols": ["Cl", "S", "N", "N", "N", "C", "C", "H", "H"],
  "positions_angstrom": [[2.3169, 0.0541, -2.4589], [-1.9446, 1.2674, 0.0608], [-0.6947, 0.6257, -0.8258], [2.1891, -0.8762, -1.0759], [-0.2241, -0.2221, 1.2832], [0.0548, -0.0740, 0.0045], [-1.3427, 0.4352, 1.5898], [1.5460, -1.7732, -1.0964], [-1.9006, 0.5631, 2.5187]],
  "homo_lumo_gap_ev": [8.96, 8.78],
  "charge": 0,
  "homo_energy_ev": [-9.74, -9.89],
  "e_above_lowest_kcal_mol": 95.6,
  "e_lumo_ev": [-0.79, -1.12],
  "multiplicity": 1
}

{
  "formula": "C3H3N2O2",
  "method": "ωB97M-V with the def2-TZVPD basis set",
  "symbols": ["O", "O", "N", "N", "C", "C", "C", "H", "H", "H"],
  "positions_angstrom": [[-1.2925, 1.3754, -0.2245], [-3.2762, 0.3768, -0.0616], [-2.0009, 0.3404, -0.1575], [-1.4556, -0.7784, 0.1175], [2.8458, 0.3809, 0.1133], [1.9537, 1.1477, 0.1509], [-0.8635, -1.7971, -0.3756], [-0.7784, -2.6117, 0.5556], [3.5081, -0.4687, -0.1082], [1.3594, 2.0347, -0.0099]],
  "homo_lumo_gap_ev": 6.83,
  "charge": -1,
  "homo_energy_ev": -2.91,
  "e_above_lowest_kcal_mol": 195.3,
  "e_lumo_ev": 3.92,
  "multiplicity": 1
}

{
  "formula": "C39H52N2O14",
  "method": "ωB97M-V with the def2-TZVPD basis set",
  "symbols": ["O", "O", "O", "O", "O", "O", "O", "O", "O", "O", "O", "O", "O", "O", "N", "N", "C", "C", "C", "C", "C", "C", "C", "C", "C", "C", "C", "C", "C", "C", "C", "C", "C", "C", "C", "C", "C", "C", "C", "C", "C", "C", "C", "C", "C", "C", "C", "C", "C", "C", "C", "C", "C", "C", "C", "H", "H", "H", "H", "H", "H", "H", "H", "H", "H", "H", "H", "H", "H", "H", "H", "H", "H", "H", "H", "H", "H", "H", "H", "H", "H", "H", "H", "H", "H", "H", "H", "H", "H", "H", "H", "H", "H", "H", "H", "H", "H", "H", "H", "H", "H", "H", "H", "H", "H", "H", "H"],
  "positions_angstrom": [[3.9579, -3.5811, -0.0701], [0.7449, 4.8811, 7.0228], [-2.3763, -4.9930, 4.9674], [4.0663, -7.4434, -1.6976], [1.7632, 1.0142, -2.9421], [1.8381, 9.3699, -3.0314], [3.1612, -1.8497, 1.1499], [1.2168, 7.5078, -4.2330], [-0.6914, -1.2756, 5.3422], [0.1888, -0.2735, -3.9238], [-2.4005, -4.9764, 2.7105], [6.2595, -7.9426, -1.8852], [-1.3728, 0.2815, 3.8536], [0.0699, 6.4399, 5.5337], [-2.6069, 1.5078, -0.2249], [-2.7129, 5.8757, 0.9852], [-3.7554, 4.5456, -2.0259], [3.0544, -2.9757, 0.7431], [-4.9817, 5.0891, -1.3775], [0.0400, 5.3712, -4.0352], [6.4438, -8.0091, -4.2210], [7.2365, -7.8981, -2.9358], [2.4611, -5.2516, 0.6164], [-0.9210, 6.5066, 4.4978], [-1.3608, -0.9659, 4.3952], [-2.1388, 2.4667, -0.6458], [0.5804, 4.2527, -3.0287], [3.0540, 0.7856, -2.3516], [-2.4250, 5.6019, -0.0925], [-2.3315, -1.8609, 3.6647], [3.4667, -4.8787, -0.4511], [-6.3465, 4.7833, -1.8782], [-2.3975, -5.5843, 3.7459], [-2.3579, 0.3413, 2.8095], [1.8930, -3.9006, 1.0142], [-1.3567, 3.6585, -1.3023], [-6.5732, 3.9109, -3.0475], [-2.2669, -5.9973, 5.9860], [-3.9970, 3.6786, -3.2112], [-0.9138, 4.3068, 5.3609], [5.1419, -7.3176, -3.8593], [0.0728, 5.1937, 6.0810], [-5.3621, 3.3670, -3.7093], [-0.5295, 3.2245, -2.5723], [3.0328, -0.6590, -1.9003], [-1.1477, 5.0725, 4.0708], [-2.3134, 4.9057, -1.5033], [5.0484, -7.5745, -2.3753], [-2.3696, -7.0860, 3.8926], [2.1344, -1.3119, -2.9350], [1.2242, -0.1752, -3.3271], [1.2399, 8.8764, -3.9490], [0.2728, 6.8094, -3.3788], [-2.5648, -1.0937, 2.3755], [-2.7738, -7.2716, 5.3439], [3.0113, -4.8019, -1.4425], [1.3364, 3.6507, -3.6230], [0.6523, 9.5582, -4.6371], [-2.1311, 4.9052, 3.6322], [-5.4979, 2.7120, -4.6034], [-3.5431, -1.2713, 1.9292], [1.7091, -5.9601, 0.2697], [6.2497, -9.0610, -4.4473], [2.5697, -0.7316, -0.9142], [7.7823, -6.9535, -2.8638], [-1.8973, -2.8384, 3.4765], [-1.9919, 0.9636, 1.9963], [-0.7114, 7.3653, -3.2621], [-1.8239, 4.2283, 5.9591], [2.6949, -1.6384, -3.8138], [1.0512, -3.6102, 0.3813], [-1.1415, 2.9664, -3.4756], [1.5667, -2.1394, -2.5127], [-0.3957, 4.7827, 3.3315], [-3.0763, -7.5590, 3.2131], [-0.5992, 3.9626, -0.5140], [4.2920, -5.5834, -0.4967], [-0.5531, 7.1246, 3.6787], [0.0231, 2.2611, -2.2779], [-1.2194, -6.0722, 6.2898], [-3.2455, -1.9522, 4.2556], [4.2943, -7.7521, -4.3860], [-3.1604, 3.2310, -3.8027], [-7.6100, 3.7140, -3.4180], [5.1908, -6.2401, -4.0311], [-0.4911, 3.3209, 5.1745], [-1.0853, 5.2671, -4.1462], [6.9519, -7.5696, -5.0795], [-7.2506, 5.2313, -1.3848], [1.1436, 4.6646, -2.1484], [0.4767, 5.2903, -5.0665], [7.9402, -8.7216, -2.8159], [0.7261, 6.7480, -2.3518], [-1.8997, 5.6972, -2.1869], [-1.8043, -1.3719, 1.6405], [-3.2696, 0.7891, 3.2159], [1.6100, -3.8757, 2.0650], [-4.9451, 5.7813, -0.4937], [-3.8638, -7.3162, 5.4182], [-2.3693, -8.1747, 5.8014], [4.0255, -1.1044, -1.8379], [-1.3552, -7.4429, 3.7027], [-2.8642, -5.7081, 6.8504], [3.8217, 0.9755, -3.1070], [-1.8245, 6.9657, 4.9086], [2.9762, -5.6988, 1.4709], [3.2028, 1.4717, -1.5177]],
  "homo_lumo_gap_ev": 9.74,
  "charge": 0,
  "homo_energy_ev": -9.42,
  "e_lumo_ev": 0.32,
  "multiplicity": 1
}

Let's list energy in order: -45739.4714, -27191.4720, -13041.6564, -131510.7125, -29928.8026, -10227.5583, -72929.2484 eV.
Let's list molecular weight in order: 518.549, 370.267, 149.193, 1008.858, 135.579, 99.069, 772.845 Da.